A) The following is a quantum chemistry calculation of one molecule with the formula C2H4N2, from OMol25.

```
8
C2H4N2 | OMol25 | ωB97M-V/def2-TZVPD
C 0.261 0.390 0.643
C 0.650 -0.604 -0.422
N -2.481 0.795 0.704
N -1.301 0.580 0.649
H 0.532 1.371 0.910
H 1.250 -1.467 -0.186
H 1.226 -0.052 -1.146
H -0.138 -1.012 -1.154
```

Its spin multiplicity is 1. The calculation puts the LUMO energy (alpha / beta) at 0.62 / 0.62 eV. As for the HOMO energy (alpha / beta): -7.99 / -7.99 eV. For the HOMO-LUMO gap (alpha / beta), the calculation gives 0.31636 / 0.31642 hartree.

Atom-resolved charges from Löwdin, all expressed in e:
1. C -0.116
2. C -0.176
3. N 0.159
4. N -0.094
5. H 0.034
6. H 0.046
7. H 0.046
8. H 0.099

B) The following is a quantum chemistry calculation of one molecule with the formula C2H4N2, from OMol25.

```
8
C2H4N2 | OMol25 | ωB97M-V/def2-TZVPD
C -1.050 -0.023 -0.026
C 1.060 0.036 -0.038
N -0.007 -0.629 0.743
N 0.001 -0.558 -0.751
H -2.058 -0.427 0.104
H -1.034 1.153 -0.080
H 1.060 1.052 -0.074
H 2.028 -0.603 0.120
```

Its spin multiplicity is 1. Its structure (SMILES) is C1N2CN12. The calculation puts the LUMO energy at 1.20 eV. As for the HOMO energy: -9.57 eV. For the HOMO-LUMO gap, the calculation gives 0.39584 hartree.

Atom-resolved charges from Löwdin, all expressed in e:
1. C -0.244
2. C -0.174
3. N 0.015
4. N -0.043
5. H 0.110
6. H 0.130
7. H 0.057
8. H 0.149

C) The following is a quantum chemistry calculation of one molecule with the formula C2H4N2, from OMol25.

```
8
C2H4N2 | OMol25 | ωB97M-V/def2-TZVPD
C -2.199 -0.078 0.012
C 0.188 0.187 0.292
N -3.286 0.244 0.294
N -1.049 -0.520 -0.336
H 0.885 0.349 -0.452
H -0.222 1.171 0.770
H 0.404 -0.357 1.203
H -0.764 -1.251 -0.983
```

Its spin multiplicity is 1. Its structure (SMILES) is CNC#N. The calculation puts the LUMO energy at 0.66 eV. As for the HOMO energy: -9.45 eV. For the HOMO-LUMO gap, the calculation gives 0.37149 hartree.

Atom-resolved charges from Löwdin, all expressed in e:
1. C -0.426
2. C -0.022
3. N 0.118
4. N -0.039
5. H 0.043
6. H 0.117
7. H 0.069
8. H 0.139

D) The following is a quantum chemistry calculation of one molecule with the formula C2H4N2, from OMol25.

```
8
C2H4N2 | OMol25 | ωB97M-V/def2-TZVPD
C 0.014 1.659 -0.197
C -0.142 -1.609 0.242
H 0.295 2.520 0.294
H -0.478 1.628 -1.262
H -0.125 -1.633 1.445
H -0.422 -2.452 -0.304
N 0.551 0.513 0.271
N 0.307 -0.627 -0.490
```

Its spin multiplicity is 1. Its structure (SMILES) is C=NN=C. The calculation puts the LUMO energy at 0.44 eV. As for the HOMO energy: -9.51 eV. For the HOMO-LUMO gap, the calculation gives 0.36554 hartree.

Atom-resolved charges from Löwdin, all expressed in e:
1. C -0.012
2. C -0.048
3. H 0.016
4. H 0.099
5. H 0.118
6. H 0.025
7. N -0.103
8. N -0.095

Calculated relative energies: A) 0.0863; B) 0.0921; C) 0.0000; D) 0.0529, given in hartree

A) The following is a quantum chemistry calculation of a 2-piece molecular cluster, C2H4N2 overall, from OMol25.

```
8
C2H4N2 | OMol25 | ωB97M-V/def2-TZVPD
C -2.633 0.554 -0.445
C -1.862 0.067 0.281
N 1.222 0.257 -0.195
N 1.814 0.193 0.867
H -3.381 0.729 -1.242
H 0.196 0.357 -0.262
H 1.678 0.324 -1.172
H -1.049 -0.179 0.854
```

Its spin multiplicity is 1. The calculation puts the LUMO energy at 0.95 eV. As for the HOMO energy: -8.27 eV. For the HOMO-LUMO gap, the calculation gives 0.33876 hartree.

Atom-resolved charges from Löwdin, all expressed in e:
1. C 0.008
2. C -0.024
3. N -0.159
4. N -0.017
5. H 0.053
6. H 0.024
7. H 0.125
8. H -0.011

B) The following is a quantum chemistry calculation of C2H4N2 as an isolated structure, from OMol25.

```
8
C2H4N2 | OMol25 | ωB97M-V/def2-TZVPD
C -0.244 -1.113 1.296
C 0.396 1.086 -1.321
H 0.212 -0.412 2.108
H -0.443 -2.123 1.435
H -0.133 0.037 -1.964
H 0.714 2.021 -1.640
N -0.400 -0.453 0.125
N -0.101 0.956 -0.037
```

Its spin multiplicity is 1. The calculation puts the LUMO energy at 0.07 eV. As for the HOMO energy: -9.31 eV. For the HOMO-LUMO gap, the calculation gives 0.34457 hartree.

Atom-resolved charges from Löwdin, all expressed in e:
1. C -0.008
2. C -0.022
3. H 0.088
4. H 0.025
5. H 0.156
6. H 0.008
7. N -0.154
8. N -0.092

C) The following is a quantum chemistry calculation of one molecule with the formula C2H4N2, from OMol25.

```
8
C2H4N2 | OMol25 | ωB97M-V/def2-TZVPD
N -1.030 -0.470 0.203
C -0.081 0.613 0.005
C 1.254 0.035 -0.283
N 2.082 -0.646 -0.720
H -0.704 -1.269 -0.330
H -1.052 -0.761 1.175
H -0.137 1.314 0.844
H -0.333 1.184 -0.893
```

Its spin multiplicity is 1. Its structure (SMILES) is N#CCN. The calculation puts the LUMO energy at 0.83 eV. As for the HOMO energy: -10.34 eV. For the HOMO-LUMO gap, the calculation gives 0.41065 hartree.

Atom-resolved charges from Löwdin, all expressed in e:
1. N -0.007
2. C -0.274
3. C -0.217
4. N 0.127
5. H 0.072
6. H 0.073
7. H 0.115
8. H 0.111

D) The following is a quantum chemistry calculation of one molecule with the formula C2H4N2, from OMol25.

```
8
C2H4N2 | OMol25 | ωB97M-V/def2-TZVPD
C 1.514 0.045 -0.117
C -1.513 0.028 0.103
H 2.493 0.013 0.397
H 1.414 0.725 -0.980
H -1.421 0.542 1.075
H -2.492 0.039 -0.363
N 0.588 -0.736 0.311
N -0.584 -0.656 -0.426
```

Its spin multiplicity is 1. Its structure (SMILES) is C=NN=C. The calculation puts the LUMO energy at 1.03 eV. As for the HOMO energy: -9.88 eV. For the HOMO-LUMO gap, the calculation gives 0.40087 hartree.

Atom-resolved charges from Löwdin, all expressed in e:
1. C -0.059
2. C -0.063
3. H 0.066
4. H 0.073
5. H 0.076
6. H 0.058
7. N -0.070
8. N -0.081

Calculated relative energies: A) 0.1651; B) 0.1318; C) 0.0000; D) 0.0524, given in hartree

A) The following is a quantum chemistry calculation of a 2-piece molecular cluster, C2H4N2 overall, from OMol25.

```
8
C2H4N2 | OMol25 | ωB97M-V/def2-TZVPD
C 0.450 -0.394 -0.204
C -0.751 0.289 -0.623
N -1.491 0.019 0.646
N -0.893 -1.047 -0.141
H 0.994 -0.898 -1.093
H 1.129 -0.358 0.631
H -1.024 0.681 -1.625
H -0.657 0.330 1.708
```

Its spin multiplicity is 1. The calculation puts the LUMO energy at 0.97 eV. As for the HOMO energy: -10.04 eV. For the HOMO-LUMO gap, the calculation gives 0.40478 hartree.

Atom-resolved charges from Löwdin, all expressed in e:
1. C -0.170
2. C -0.309
3. N -0.012
4. N -0.057
5. H 0.119
6. H 0.082
7. H 0.136
8. H 0.211

B) The following is a quantum chemistry calculation of one molecule with the formula C2H4N2, from OMol25.

```
8
C2H4N2 | OMol25 | ωB97M-V/def2-TZVPD
C 0.973 -0.773 -0.120
C 0.016 0.337 0.141
N 3.318 0.281 0.164
N 2.230 -0.166 0.060
H 0.864 -1.474 -0.852
H 0.072 1.090 -0.538
H 0.102 0.838 1.062
H -1.084 -0.015 -0.004
```

Its spin multiplicity is 1. The calculation puts the LUMO energy at 0.67 eV. As for the HOMO energy: -8.21 eV. For the HOMO-LUMO gap, the calculation gives 0.32619 hartree.

Atom-resolved charges from Löwdin, all expressed in e:
1. C -0.144
2. C -0.150
3. N 0.185
4. N -0.124
5. H 0.050
6. H 0.021
7. H 0.052
8. H 0.111

Calculated relative energies: A) 0.0820; B) 0.0000, given in hartree

A) The following is a quantum chemistry calculation of one molecule with the formula C2H5FN2S, from OMol25.

```
11
C2H5FN2S | OMol25 | ωB97M-V/def2-TZVPD
C -0.155 0.004 -0.743
C -1.206 0.418 0.197
H 1.751 -1.531 1.799
H 1.729 -0.316 -0.937
H -1.184 0.284 -2.270
H -1.142 -0.198 1.214
H -1.072 1.501 0.503
N 1.046 -0.331 -0.230
N -0.299 -0.063 -2.022
F -2.413 0.411 -0.448
S 1.536 -0.201 1.423
```

Its spin multiplicity is 1. Its structure (SMILES) is [H]/N=C(\CF)NS. The calculation puts the LUMO energy at 0.53 eV. As for the HOMO energy: -9.36 eV. For the HOMO-LUMO gap, the calculation gives 0.36343 hartree.

Results of the Löwdin charge analysis, in e, for atoms 1 through 8:
1. C -0.545
2. C -0.210
3. H -0.116
4. H 0.072
5. H 0.018
6. H 0.129
7. H 0.143
8. N -0.348

B) The following is a quantum chemistry calculation of one molecule with the formula C2H5FN2S, from OMol25.

```
11
C2H5FN2S | OMol25 | ωB97M-V/def2-TZVPD
C -0.234 -0.546 -0.222
C 1.192 -1.152 -0.040
H -2.000 1.177 -0.469
H -1.417 1.751 1.004
H 0.755 1.314 -0.287
H 1.180 -1.633 0.990
H 1.443 -1.912 -0.775
N -1.229 1.675 0.029
N -0.151 0.807 -0.268
F 2.122 -0.112 0.046
S -1.663 -1.371 -0.009
```

Its spin multiplicity is 1. Its structure (SMILES) is NNC(=S)CF. The calculation puts the LUMO energy at 0.54 eV. As for the HOMO energy: -8.85 eV. For the HOMO-LUMO gap, the calculation gives 0.34487 hartree.

Results of the Löwdin charge analysis, in e, for atoms 1 through 8:
1. C -0.795
2. C -0.171
3. H 0.056
4. H 0.069
5. H 0.153
6. H 0.135
7. H 0.113
8. N 0.016

Calculated relative energies: A) 0.0000; B) 0.0048, given in hartree

A) The following is a quantum chemistry calculation of an isolated ion of composition C9H13N4 and charge +1, from OMol25.

```
26
C9H13N4 | OMol25 | ωB97M-V/def2-TZVPD
C 2.687 -1.478 -0.198
C 3.519 -0.427 -0.169
C 1.469 0.379 0.010
C -0.980 3.100 0.050
C 0.370 2.657 -0.108
C -1.768 1.932 0.202
C 0.393 1.275 0.109
C -2.183 -0.491 0.630
C -2.140 -1.561 -0.380
N 1.418 -0.961 -0.084
N -1.036 0.790 0.311
N 2.764 0.741 -0.010
N -0.863 -2.326 -0.260
H 2.842 -2.547 -0.080
H 4.627 -0.540 0.073
H -1.246 4.088 -0.094
H 1.279 3.366 -0.308
H -2.809 2.052 0.224
H -3.107 0.174 0.762
H -1.906 -0.908 1.574
H -2.934 -2.263 -0.207
H -2.319 -1.392 -1.448
H 3.227 1.718 -0.029
H -0.915 -2.930 0.603
H 0.455 -1.595 -0.148
H -0.843 -2.853 -1.026
```

Its spin multiplicity is 1. As for the total charge: +1. Its structure (SMILES) is NCCn1cccc1-c1[nH]cc[nH+]1. The calculation puts the LUMO energy at -2.65 eV. As for the HOMO energy: -11.23 eV. For the HOMO-LUMO gap, the calculation gives 0.31518 hartree.

Results of the Löwdin charge analysis, in e, for atoms 1 through 8:
1. C -0.079
2. C -0.079
3. C -0.246
4. C -0.048
5. C -0.026
6. C -0.133
7. C -0.138
8. C 0.010

B) The following is a quantum chemistry calculation of an isolated ion of composition C9H13N4 and charge +1, from OMol25.

```
26
C9H13N4 | OMol25 | ωB97M-V/def2-TZVPD
C 1.147 -1.787 -2.828
C 1.502 -2.233 -1.633
C 0.398 -0.623 -3.062
C 1.157 -1.497 -0.521
C 0.148 0.213 -1.980
C 0.646 -0.222 -0.765
C -0.680 -0.648 1.846
C -1.718 -0.159 1.137
C 0.527 0.249 1.567
N 0.525 0.710 0.230
N 0.315 1.335 2.490
N -1.921 2.242 1.009
N -1.478 1.066 0.421
H 1.361 -2.300 -3.788
H 2.101 -3.062 -1.649
H 0.165 -0.326 -4.050
H 1.526 -1.683 0.495
H -0.203 1.230 -1.957
H -0.573 -1.463 2.582
H -2.706 -0.557 0.957
H 1.400 -0.256 1.804
H -0.091 1.161 3.398
H 1.016 2.061 2.439
H -1.485 3.066 0.480
H -1.582 2.340 1.940
H -1.497 1.146 -0.559
```

Its spin multiplicity is 1. As for the total charge: +1. The calculation puts the LUMO energy (alpha / beta) at -5.15 / -5.19 eV. As for the HOMO energy (alpha / beta): -12.33 / -12.63 eV. For the HOMO-LUMO gap (alpha / beta), the calculation gives 0.26402 / 0.27328 hartree.

Results of the Löwdin charge analysis, in e, for atoms 1 through 8:
1. C -0.065
2. C -0.058
3. C -0.015
4. C 0.033
5. C -0.006
6. C -0.309
7. C 0.046
8. C -0.036

C) The following is a quantum chemistry calculation of an isolated ion of composition C9H13N4 and charge +1, from OMol25.

```
26
C9H13N4 | OMol25 | ωB97M-V/def2-TZVPD
C 3.460 0.363 -0.178
C 2.848 0.518 1.090
C 2.877 -0.473 -1.155
C 1.603 -0.078 1.295
C 1.518 -0.648 -1.050
C 0.888 -0.466 0.170
C -1.057 2.010 -0.093
C -1.463 0.893 -1.094
C -0.580 -0.830 0.343
N -1.266 1.859 1.125
N -1.612 -0.367 -0.341
N -0.706 -1.761 1.309
N -2.862 -0.940 -0.139
H 4.462 0.793 -0.250
H 3.169 0.969 1.979
H 3.367 -0.689 -1.998
H 1.032 -0.044 2.196
H 0.840 -1.068 -1.791
H -0.677 3.001 -0.585
H -2.575 1.041 -1.460
H -0.698 0.933 -1.862
H -1.542 -1.871 1.873
H 0.041 -2.133 1.839
H -3.455 -0.526 0.532
H -3.264 -0.914 -1.057
H -1.631 0.984 1.506
```

Its spin multiplicity is 1. As for the total charge: +1. Its structure (SMILES) is [H]/N=C\CN(N)C(=[NH2+])c1ccccc1. The calculation puts the LUMO energy at -3.54 eV. As for the HOMO energy: -13.25 eV. For the HOMO-LUMO gap, the calculation gives 0.35672 hartree.

Results of the Löwdin charge analysis, in e, for atoms 1 through 8:
1. C -0.010
2. C -0.024
3. C -0.021
4. C -0.033
5. C -0.029
6. C -0.193
7. C -0.198
8. C -0.080

Calculated relative energies: A) 0.0000; B) 0.1169; C) 0.0253, given in hartree

A) The following is a quantum chemistry calculation of a 3-piece molecular cluster, C4H12O4 overall, from OMol25.

```
20
C4H12O4 | OMol25 | ωB97M-V/def2-TZVPD
O 0.495 1.191 -2.535
C -0.162 0.293 -3.002
C -0.572 -0.980 -2.111
C -0.289 -0.682 -0.682
C -0.825 -1.884 0.166
O 0.004 -3.014 0.421
H -0.372 0.331 -4.046
H -1.632 -1.114 -2.355
H -0.297 -1.880 -2.651
H 0.769 -0.511 -0.645
H -0.878 0.198 -0.320
H -1.637 -2.496 -0.257
H -1.186 -1.494 1.107
H 0.649 -2.863 1.121
H 1.374 1.304 4.838
H 0.837 1.865 3.614
O 1.109 2.163 4.484
H -0.258 1.727 0.844
H 0.497 3.033 1.132
O 0.034 2.301 1.563
```

Its spin multiplicity is 1. Its structure (SMILES) is O=CCCCO.O.O. The calculation puts the LUMO energy at 0.51 eV. As for the HOMO energy: -10.02 eV. For the HOMO-LUMO gap, the calculation gives 0.38676 hartree.

Results of the Löwdin charge analysis, in e, for atoms 1 through 8:
1. O 0.033
2. C -0.209
3. C -0.171
4. C -0.179
5. C -0.247
6. O -0.079
7. H 0.099
8. H 0.111

B) The following is a quantum chemistry calculation of a 3-piece molecular cluster, C4H12O4 overall, from OMol25.

```
20
C4H12O4 | OMol25 | ωB97M-V/def2-TZVPD
O 2.686 -0.387 -1.009
C 1.492 -0.414 -0.931
C 0.618 -0.022 0.277
C 0.017 -1.396 0.613
C 1.032 -2.441 1.147
O -1.053 -1.229 1.551
H 0.919 -0.881 -1.761
H -0.241 0.621 0.054
H 1.222 0.406 1.068
H -0.412 -1.829 -0.300
H 0.632 -2.622 2.159
H 2.058 -2.063 1.075
H 0.928 -3.430 0.699
H -0.761 -0.721 2.309
H -3.862 1.350 -0.598
H -3.674 2.834 -0.186
O -4.316 2.186 -0.429
H 0.848 3.648 -2.648
H 0.690 2.818 -1.356
O 1.175 3.573 -1.735
```

Its spin multiplicity is 1. Its structure (SMILES) is C[C@@H](O)CC=O.O.O. The calculation puts the LUMO energy at 0.16 eV. As for the HOMO energy: -10.15 eV. For the HOMO-LUMO gap, the calculation gives 0.37865 hartree.

Results of the Löwdin charge analysis, in e, for atoms 1 through 8:
1. O 0.071
2. C -0.281
3. C -0.102
4. C -0.442
5. C -0.023
6. O -0.052
7. H 0.128
8. H 0.116

Calculated relative energies: A) 0.0118; B) 0.0000, given in hartree